{
  "formula": "C17H21N5O2S",
  "method": "the ωB97M-V functional and the def2-TZVPD basis",
  "total_charge": 0,
  "spin_multiplicity": 1,
  "total_energy_ha": -1482.88401,
  "smiles": "Cc1cccc(C(=O)N[C@H](C)/C=C/C(=O)N[C@H](C)c2nncs2)c1N",
  "relative_energy_ev": 1.2188,
  "homo_lumo_gap_ev": 8.71,
  "elements": ["C", "C", "C", "C", "C", "C", "C", "O", "N", "C", "C", "C", "C", "C", "O", "N", "C", "C", "C", "N", "N", "C", "S", "C", "N", "H", "H", "H", "H", "H", "H", "H", "H", "H", "H", "H", "H", "H", "H", "H", "H", "H", "H", "H", "H", "H"],
  "xyz": [[-0.14, 6.93, 1.71], [-0.84, 5.75, 1.11], [-2.00, 5.90, 0.37], [-2.66, 4.81, -0.19], [-2.14, 3.55, 0.00], [-0.97, 3.35, 0.74], [-0.44, 1.97, 0.95], [0.13, 1.64, 1.98], [-0.65, 1.10, -0.07], [-0.18, -0.28, -0.06], [-0.81, -1.10, 1.07], [1.32, -0.35, -0.01], [2.06, -1.01, -0.90], [3.54, -1.06, -0.77], [4.16, -0.48, 0.11], [4.17, -1.81, -1.72], [5.61, -2.04, -1.65], [6.15, -2.38, -3.03], [5.92, -3.13, -0.64], [6.24, -4.33, -0.98], [6.45, -5.15, 0.09], [6.27, -4.53, 1.21], [5.83, -2.89, 1.06], [-0.31, 4.45, 1.31], [0.86, 4.29, 2.02], [-0.10, 6.87, 2.80], [0.89, 7.02, 1.35], [-0.66, 7.86, 1.45], [-2.40, 6.90, 0.23], [-3.58, 4.96, -0.74], [-2.67, 2.69, -0.39], [-0.91, 1.49, -0.96], [-0.51, -0.71, -1.01], [-0.53, -2.14, 0.97], [-0.47, -0.73, 2.04], [-1.90, -1.02, 1.02], [1.81, 0.15, 0.82], [1.60, -1.52, -1.74], [3.63, -2.41, -2.31], [6.05, -1.11, -1.29], [7.23, -2.52, -2.98], [5.71, -3.30, -3.40], [5.93, -1.56, -3.71], [6.39, -5.02, 2.16], [0.92, 3.41, 2.51], [1.15, 5.08, 2.56]]
}

=====

{
  "formula": "C40H94B3F12N5O2",
  "method": "the ωB97M-V functional and the def2-TZVPD basis",
  "total_charge": 2,
  "spin_multiplicity": 1,
  "total_energy_ha": -3277.79290,
  "homo_lumo_gap_ev": 10.69,
  "elements": ["C", "C", "C", "N", "C", "C", "C", "C", "C", "H", "H", "H", "H", "H", "H", "H", "H", "H", "H", "H", "H", "H", "H", "H", "H", "H", "H", "C", "C", "C", "N", "C", "C", "C", "C", "C", "H", "H", "H", "H", "H", "H", "H", "H", "H", "H", "H", "H", "H", "H", "H", "H", "H", "H", "C", "C", "C", "N", "C", "C", "C", "C", "C", "H", "H", "H", "H", "H", "H", "H", "H", "H", "H", "H", "H", "H", "H", "H", "H", "H", "H", "C", "C", "N", "C", "C", "C", "C", "C", "O", "C", "H", "H", "H", "H", "H", "H", "H", "H", "H", "H", "H", "H", "H", "H", "H", "H", "H", "H", "H", "H", "C", "C", "N", "C", "C", "C", "C", "C", "O", "C", "H", "H", "H", "H", "H", "H", "H", "H", "H", "H", "H", "H", "H", "H", "H", "H", "H", "H", "H", "H", "B", "F", "F", "F", "F", "B", "F", "F", "F", "F", "B", "F", "F", "F", "F"],
  "xyz": [[-3.62, 2.80, 20.57], [-3.78, 2.15, 21.88], [-5.22, 2.29, 22.42], [-5.70, 1.15, 23.26], [-5.64, -0.12, 22.51], [-7.08, 1.42, 23.82], [-6.83, 2.39, 24.96], [-5.30, 2.28, 25.36], [-4.86, 1.13, 24.53], [-3.86, 3.84, 20.67], [-4.25, 2.38, 19.79], [-2.59, 2.59, 20.24], [-3.11, 2.59, 22.60], [-3.43, 1.13, 21.79], [-5.93, 2.42, 21.62], [-5.27, 3.18, 23.00], [-4.61, -0.39, 22.56], [-6.10, 0.05, 21.60], [-6.19, -0.86, 23.08], [-7.46, 0.51, 24.26], [-7.72, 1.75, 23.03], [-7.58, 2.15, 25.71], [-7.11, 3.32, 24.56], [-5.18, 2.18, 26.48], [-4.70, 3.18, 25.16], [-5.16, 0.21, 25.00], [-3.81, 1.19, 24.20], [-12.63, -4.98, 19.04], [-13.81, -5.93, 19.38], [-14.62, -5.28, 20.49], [-16.03, -5.87, 20.68], [-16.67, -5.04, 21.78], [-16.02, -7.29, 21.08], [-16.24, -8.07, 19.80], [-17.27, -7.18, 19.01], [-16.84, -5.77, 19.37], [-12.98, -4.02, 18.62], [-11.94, -5.46, 18.30], [-12.02, -4.87, 19.91], [-13.37, -6.89, 19.71], [-14.43, -6.10, 18.48], [-14.85, -4.27, 20.28], [-14.15, -5.40, 21.45], [-16.36, -3.99, 21.63], [-16.35, -5.38, 22.79], [-17.76, -5.14, 21.75], [-16.75, -7.43, 21.85], [-15.01, -7.52, 21.57], [-16.61, -9.08, 20.05], [-15.39, -8.07, 19.17], [-18.31, -7.44, 19.32], [-17.25, -7.36, 17.97], [-17.64, -5.11, 19.56], [-16.22, -5.28, 18.61], [-8.94, -3.23, 19.64], [-9.26, -3.29, 21.14], [-8.12, -3.64, 21.97], [-8.42, -3.80, 23.52], [-9.06, -2.55, 24.05], [-7.22, -4.27, 24.28], [-7.13, -5.80, 23.87], [-8.61, -6.22, 23.57], [-9.39, -4.99, 23.90], [-9.79, -2.82, 19.10], [-8.83, -4.21, 19.20], [-8.02, -2.60, 19.44], [-10.13, -3.93, 21.26], [-9.56, -2.30, 21.42], [-7.37, -2.83, 21.89], [-7.62, -4.49, 21.58], [-8.44, -1.69, 23.82], [-9.25, -2.72, 25.12], [-10.00, -2.44, 23.54], [-7.53, -4.19, 25.33], [-6.37, -3.64, 24.03], [-6.60, -6.38, 24.54], [-6.55, -5.91, 22.97], [-8.96, -7.06, 24.21], [-8.80, -6.57, 22.56], [-9.47, -4.93, 24.96], [-10.26, -4.91, 23.26], [-12.17, 2.99, 24.12], [-13.14, 2.09, 23.29], [-12.48, 1.36, 22.17], [-11.34, 0.48, 22.62], [-13.62, 0.55, 21.50], [-13.09, -0.31, 20.49], [-11.85, 2.32, 21.15], [-12.66, 3.42, 20.63], [-12.95, 4.42, 21.64], [-13.28, 5.62, 21.06], [-11.46, 3.36, 23.40], [-11.60, 2.55, 24.94], [-12.75, 3.85, 24.49], [-13.87, 2.77, 22.92], [-13.58, 1.35, 23.88], [-10.51, 1.16, 22.82], [-11.06, -0.14, 21.81], [-11.72, -0.12, 23.44], [-14.41, 1.26, 21.21], [-14.07, 0.02, 22.35], [-12.48, 0.16, 19.73], [-13.96, -0.75, 20.02], [-12.49, -1.07, 20.94], [-11.47, 1.73, 20.29], [-11.00, 2.67, 21.68], [-13.62, 3.12, 20.27], [-12.06, 3.77, 19.80], [-12.46, 6.24, 20.68], [-13.68, 6.14, 21.91], [-14.03, 5.51, 20.29], [-7.50, 2.00, 30.71], [-6.97, 0.76, 30.09], [-6.68, -0.37, 30.97], [-5.76, 0.13, 32.14], [-7.97, -0.86, 31.66], [-9.11, -1.37, 30.72], [-5.91, -1.48, 30.22], [-5.58, -2.80, 30.95], [-6.75, -3.47, 31.20], [-6.50, -4.89, 31.26], [-6.91, 2.51, 31.50], [-8.55, 1.97, 31.06], [-7.46, 2.74, 29.88], [-6.06, 0.93, 29.52], [-7.67, 0.43, 29.39], [-5.48, -0.72, 32.76], [-6.19, 0.92, 32.78], [-4.90, 0.57, 31.62], [-8.25, -0.01, 32.26], [-7.81, -1.70, 32.32], [-9.41, -0.61, 29.99], [-9.98, -1.62, 31.29], [-8.68, -2.29, 30.30], [-4.98, -1.03, 29.84], [-6.45, -1.72, 29.30], [-5.07, -2.75, 31.90], [-4.89, -3.29, 30.26], [-7.42, -5.41, 31.68], [-5.63, -5.09, 31.90], [-6.31, -5.36, 30.23], [-6.77, -1.55, 26.81], [-7.96, -0.83, 26.56], [-6.22, -1.81, 25.55], [-5.89, -0.62, 27.49], [-6.95, -2.76, 27.58], [-13.45, -2.97, 22.99], [-12.17, -2.93, 22.42], [-13.55, -2.16, 24.14], [-14.39, -2.55, 22.01], [-13.76, -4.33, 23.19], [-8.34, 0.49, 20.52], [-8.08, 1.84, 20.98], [-9.66, 0.52, 19.96], [-7.45, 0.21, 19.55], [-8.47, -0.40, 21.60]]
}

=====

{
  "formula": "C30H20ClN2O6PSr",
  "method": "the ωB97M-V functional and the def2-TZVPD basis",
  "total_charge": 0,
  "spin_multiplicity": 1,
  "total_energy_ha": -2548.54326,
  "relative_energy_ev": 2.6928,
  "homo_lumo_gap_ev": 9.05,
  "elements": ["Sr", "O", "C", "O", "C", "C", "C", "C", "C", "C", "P", "C", "C", "C", "C", "C", "C", "C", "C", "C", "C", "C", "C", "H", "H", "H", "H", "H", "H", "H", "H", "H", "H", "H", "H", "H", "H", "O", "C", "O", "C", "C", "Cl", "N", "N", "C", "C", "O", "O", "C", "C", "C", "C", "C", "C", "H", "H", "H", "H", "H", "H"],
  "xyz": [[-2.76, -0.77, 1.56], [-3.69, 1.03, 2.59], [-2.97, 1.61, 1.77], [-2.78, 1.20, 0.60], [-2.03, 2.68, 2.22], [-2.39, 3.81, 2.94], [-1.42, 4.76, 3.21], [-0.11, 4.56, 2.80], [0.26, 3.40, 2.13], [-0.71, 2.45, 1.83], [-0.37, 0.90, 0.92], [0.16, 1.56, -0.70], [0.99, 0.79, -1.53], [1.36, 1.27, -2.77], [0.90, 2.50, -3.21], [0.06, 3.25, -2.41], [-0.32, 2.78, -1.16], [1.22, 0.40, 1.70], [1.10, -0.46, 2.78], [2.22, -0.90, 3.46], [3.48, -0.50, 3.05], [3.61, 0.36, 1.97], [2.49, 0.82, 1.30], [-3.41, 3.93, 3.26], [-1.68, 5.67, 3.73], [0.63, 5.32, 2.99], [1.29, 3.25, 1.84], [1.34, -0.17, -1.18], [2.00, 0.68, -3.40], [1.20, 2.88, -4.18], [-0.31, 4.21, -2.75], [-0.99, 3.36, -0.54], [0.11, -0.79, 3.09], [2.11, -1.58, 4.29], [4.35, -0.85, 3.57], [4.59, 0.66, 1.65], [2.61, 1.49, 0.46], [0.40, -4.79, 2.50], [0.72, -4.94, 1.23], [1.54, -5.75, 0.86], [0.01, -4.05, 0.27], [0.40, -3.76, -1.04], [1.81, -4.23, -1.82], [-0.52, -2.90, -1.56], [-1.47, -2.64, -0.66], [-1.19, -3.33, 0.43], [-2.06, -3.04, 1.61], [-1.46, -2.83, 2.68], [-3.25, -2.80, 1.39], [-0.56, -2.26, -2.81], [-1.10, -0.98, -2.89], [-1.13, -0.31, -4.10], [-0.63, -0.92, -5.24], [-0.12, -2.21, -5.17], [-0.09, -2.89, -3.96], [-0.26, -4.07, 2.68], [-1.50, -0.52, -1.99], [-1.53, 0.69, -4.14], [-0.66, -0.40, -6.18], [0.25, -2.69, -6.05], [0.28, -3.89, -3.92]]
}

=====

{
  "formula": "C34H54CdFN5O5S5",
  "method": "the ωB97M-V functional and the def2-TZVPD basis",
  "total_charge": 2,
  "spin_multiplicity": 1,
  "total_energy_ha": -4236.05708,
  "relative_energy_ev": 0.9316,
  "homo_lumo_gap_ev": 7.39,
  "elements": ["Cd", "C", "C", "S", "C", "C", "S", "C", "C", "S", "C", "C", "S", "H", "H", "H", "H", "H", "H", "H", "H", "H", "H", "H", "H", "H", "H", "H", "H", "F", "C", "C", "C", "C", "O", "C", "C", "N", "C", "C", "C", "C", "C", "C", "N", "C", "C", "N", "C", "C", "C", "O", "O", "H", "H", "H", "H", "H", "H", "H", "H", "H", "H", "H", "H", "H", "H", "H", "H", "H", "H", "O", "S", "C", "C", "C", "C", "H", "H", "H", "H", "H", "H", "H", "H", "C", "N", "C", "C", "O", "N", "C", "C", "H", "H", "H", "H", "H", "H", "H", "H", "H", "H", "H", "H"],
  "xyz": [[0.28, 0.07, 0.19], [-3.54, 1.57, 0.50], [-3.28, 1.56, 2.00], [-1.49, 1.74, 2.35], [-1.29, 0.55, 3.73], [0.17, 0.21, 3.96], [0.94, -0.86, 2.69], [0.33, -2.53, 3.14], [-1.10, -2.88, 2.78], [-1.41, -2.56, 1.00], [-3.15, -1.98, 1.05], [-3.52, -1.19, -0.20], [-2.59, 0.35, -0.48], [-3.22, 2.53, 0.08], [-4.60, 1.43, 0.29], [-3.65, 0.65, 2.47], [-3.80, 2.40, 2.46], [-1.86, -0.34, 3.48], [-1.70, 1.01, 4.63], [0.30, -0.29, 4.92], [0.78, 1.12, 3.94], [0.49, -2.66, 4.21], [1.01, -3.19, 2.60], [-1.83, -2.31, 3.36], [-1.27, -3.94, 2.97], [-3.28, -1.39, 1.95], [-3.78, -2.87, 1.11], [-4.58, -0.95, -0.18], [-3.31, -1.79, -1.08], [-3.07, -5.65, -2.18], [-1.95, -5.13, -2.75], [-1.48, -3.95, -2.25], [-0.31, -3.37, -2.74], [0.19, -2.13, -2.14], [-0.51, -1.47, -1.35], [1.51, -1.77, -2.56], [2.11, -2.44, -3.58], [1.57, -3.51, -4.21], [2.26, -4.11, -5.32], [2.82, -3.24, -6.40], [1.62, -4.08, -6.68], [0.39, -4.03, -3.76], [-0.14, -5.22, -4.29], [-1.29, -5.82, -3.79], [-1.76, -7.02, -4.33], [-0.82, -8.07, -4.67], [-1.24, -8.65, -6.03], [-2.73, -8.53, -6.15], [-3.37, -8.77, -4.84], [-3.04, -7.58, -3.92], [2.27, -0.60, -1.91], [3.05, 0.02, -2.60], [2.05, -0.41, -0.67], [-2.00, -3.47, -1.44], [3.09, -2.12, -3.91], [2.82, -5.00, -5.03], [3.77, -3.51, -6.83], [2.67, -2.17, -6.31], [1.72, -4.95, -7.31], [0.67, -3.58, -6.77], [0.39, -5.69, -5.10], [-0.82, -8.85, -3.90], [0.19, -7.68, -4.73], [-0.96, -9.70, -6.11], [-0.78, -8.10, -6.85], [-3.08, -9.16, -6.87], [-2.95, -7.56, -6.42], [-3.00, -9.71, -4.44], [-4.45, -8.86, -4.96], [-3.05, -7.92, -2.88], [-3.81, -6.80, -4.03], [0.27, 2.13, -1.03], [1.42, 2.74, -3.80], [-0.33, 3.06, -4.28], [-0.55, 4.55, -4.06], [0.73, 5.23, -4.51], [1.86, 4.52, -3.79], [-0.98, 2.42, -3.68], [-0.44, 2.79, -5.33], [-0.72, 4.74, -3.00], [-1.42, 4.90, -4.61], [0.72, 6.30, -4.27], [0.85, 5.13, -5.59], [1.95, 4.84, -2.75], [2.83, 4.64, -4.27], [0.15, 3.35, -0.37], [1.27, 3.75, 0.49], [1.22, 5.18, 0.77], [1.77, 2.80, 1.37], [1.21, 1.69, 1.46], [2.86, 3.05, 2.12], [3.41, 1.94, 2.89], [3.67, 4.26, 2.14], [0.05, 4.16, -1.10], [-0.77, 3.29, 0.24], [0.92, 2.22, -1.77], [0.19, 5.54, 0.68], [1.85, 5.73, 0.07], [1.55, 5.39, 1.78], [2.99, 1.01, 2.51], [3.18, 2.05, 3.95], [4.49, 1.91, 2.76], [3.74, 4.70, 1.15], [4.67, 3.99, 2.47], [3.29, 4.99, 2.86]]
}

=====

{
  "formula": "C2H2O3S2",
  "method": "the ωB97M-V functional and the def2-TZVPD basis",
  "total_charge": 0,
  "spin_multiplicity": 1,
  "total_energy_ha": -1099.26857,
  "relative_energy_ev": 3.6092,
  "homo_lumo_gap_ev": [7.75, 6.82],
  "elements": ["C", "C", "O", "O", "O", "S", "S", "H", "H"],
  "xyz": [[2.17, 0.23, -0.69], [-1.34, 0.72, -0.18], [1.82, -1.28, 1.42], [-2.00, -1.55, 0.83], [-0.57, 1.40, -0.76], [1.20, -0.49, 0.34], [-1.09, -1.15, -0.23], [1.95, 1.02, -1.36], [-2.15, 1.11, 0.63]]
}